{
  "formula": "C10H30F3O5S5Tl",
  "method": "ωB97M-V/def2-TZVPD",
  "total_charge": 0,
  "energy_ha": -3237.79807,
  "e_lumo_ev": -3.69,
  "orbital_gap_ev": 4.99,
  "species": ["H", "S", "C", "F", "H", "H", "S", "C", "H", "C", "C", "H", "H", "H", "S", "O", "H", "H", "C", "F", "H", "H", "H", "Tl", "H", "H", "C", "O", "S", "O", "F", "H", "H", "H", "H", "H", "O", "C", "H", "H", "H", "H", "H", "H", "C", "C", "H", "O", "C", "H", "S", "H", "H", "H"],
  "positions_angstrom": [[-4.885, -14.833, 17.467], [-7.683, -12.494, 14.687], [-2.724, -8.544, 11.564], [-6.481, -11.647, 10.988], [-7.797, -10.997, 12.790], [-1.232, -12.499, 16.372], [-3.478, -13.906, 8.702], [-1.770, -13.124, 17.088], [-3.110, -15.375, 17.384], [-2.955, -8.645, 8.916], [-6.834, -11.885, 16.194], [-1.312, -17.293, 12.439], [-7.498, -11.332, 16.858], [-2.348, -15.964, 8.950], [-3.767, -9.415, 10.363], [-6.639, -13.184, 13.874], [-0.720, -14.282, 14.586], [-2.722, -18.233, 12.964], [-3.837, -14.624, 17.683], [-1.390, -12.007, 12.648], [-7.100, -10.140, 14.176], [-1.876, -8.617, 9.077], [-3.163, -7.573, 8.937], [-4.221, -12.278, 12.569], [-1.716, -13.396, 7.289], [-2.830, -16.843, 12.035], [-7.884, -10.831, 13.865], [-3.821, -13.326, 15.321], [-3.537, -13.084, 16.783], [-3.518, -10.917, 10.206], [-4.275, -10.115, 14.343], [-1.223, -14.064, 17.124], [-6.415, -12.730, 16.739], [-6.009, -11.240, 15.883], [-2.591, -9.205, 12.422], [-1.791, -8.169, 11.151], [-3.915, -13.591, 10.082], [-3.334, -15.716, 8.556], [-1.015, -14.226, 8.647], [-3.318, -7.687, 11.883], [-4.171, -16.158, 9.091], [-3.806, -14.511, 18.768], [-3.192, -9.091, 7.954], [-1.503, -12.509, 8.782], [-1.768, -13.485, 8.377], [-2.295, -17.233, 12.911], [-8.844, -10.390, 14.132], [-3.231, -14.785, 13.275], [-0.886, -15.221, 14.065], [-1.735, -12.514, 17.994], [-2.585, -15.888, 14.083], [-0.669, -15.050, 13.011], [-3.374, -16.123, 7.545], [-0.258, -16.002, 14.500]]
}